(1)
Entry from the OMol25 dataset: 4 unconnected molecules or ions with the total composition C31H53ClN7O3P at a distorted geometry (wB97M-V/def2-TZVPD).

The geometry in ORCA input format:
```
! RIJCOSX wB97M-V def2-TZVPD def2/J DEFGRID3
* xyz 0 1
H -0.3387 5.6493 2.1953
N 0.3201 4.8898 2.3668
C -0.1548 3.7957 1.9161
C -1.5240 3.7717 1.2491
C 0.6846 2.5330 2.1145
C 0.6013 1.5514 0.9558
C 1.5472 1.7440 -0.1257
C 2.4960 2.9085 0.0224
C 3.6790 2.8505 0.6434
C 1.5435 0.9227 -1.2138
C 2.5154 1.1812 -2.3562
C 3.3470 -0.0838 -2.8177
C 3.6489 -1.1140 -1.7136
C 4.4868 -0.5698 -0.5567
N 5.8174 -0.1304 -1.0211
C 0.5974 -0.1415 -1.2791
N 0.6049 -0.9317 -2.3951
C -0.2834 -1.8891 -2.4017
C -1.1782 -2.0969 -1.3248
P -2.3772 -3.5039 -1.4810
C -2.9780 -3.8446 0.2363
C -3.9023 -2.8662 -2.3250
N -1.2457 -1.3619 -0.2387
C -0.3227 -0.3591 -0.2549
C -0.3020 0.5372 0.8596
C -1.3365 0.3257 1.9683
Cl -3.0418 0.4816 1.3301
C -1.1460 -0.9919 2.7401
C 0.0875 -0.8327 3.6759
H -2.0407 2.8498 1.5354
H -1.4526 3.7669 0.1535
H -2.1362 4.6270 1.5515
H 0.3395 2.0950 3.0605
H 1.7056 2.8575 2.3154
H 2.1317 3.8492 -0.4052
H 3.9653 3.7234 1.2384
H 4.3433 1.9908 0.5880
H 1.9040 1.4838 -3.2223
H 3.2052 2.0017 -2.1820
H 2.7776 -0.5583 -3.6248
H 4.2737 0.2451 -3.2893
H 4.2519 -1.9074 -2.1858
H 2.7362 -1.6202 -1.3790
H 3.9100 0.2118 -0.0452
H 4.6718 -1.4121 0.1241
H 5.7716 0.8172 -1.3840
H 6.4117 -0.1007 -0.1971
H -0.3085 -2.5580 -3.2609
H -2.1651 -4.2134 0.8694
H -3.3686 -2.9278 0.7044
H -3.7858 -4.5843 0.1926
H -4.2255 -1.9306 -1.8510
H -3.7412 -2.6593 -3.3852
H -4.7165 -3.5853 -2.1736
H -1.2604 1.1177 2.7121
H -0.9618 -1.8562 2.1049
H -2.0111 -1.1552 3.3921
H -0.1601 -0.2131 4.5444
H 0.4769 -1.8118 3.9689
H 0.8796 -0.3427 3.0904
C -7.9208 1.6532 -2.0419
N -6.6368 1.0434 -1.7617
C -6.2500 0.8082 -0.3794
C -5.7829 0.6846 -2.7405
O -4.6969 0.1705 -2.5573
H -7.9682 2.6390 -1.5742
H -8.7198 1.0273 -1.6385
H -8.0651 1.7633 -3.1150
H -5.3259 1.3452 -0.1619
H -6.0722 -0.2570 -0.2247
H -7.0363 1.1480 0.2906
H -6.1639 0.9035 -3.7527
C 6.3862 5.3122 -1.8440
N 6.1323 4.2494 -2.7970
C 6.6395 4.3764 -4.1532
C 5.4396 3.1451 -2.4654
O 5.1952 2.2215 -3.2241
H 5.9517 6.2444 -2.2108
H 7.4633 5.4435 -1.7204
H 5.9451 5.0714 -0.8782
H 5.8087 4.3413 -4.8589
H 7.3110 3.5451 -4.3714
H 7.1739 5.3168 -4.2647
H 5.1005 3.1468 -1.4184
C -2.3792 -7.2446 5.1686
N -2.2092 -6.1984 4.1802
C -2.5661 -6.4679 2.7980
C -1.7298 -4.9806 4.5015
O -1.5649 -4.0643 3.7187
H -1.7730 -8.1104 4.8937
H -3.4292 -7.5419 5.2105
H -2.0711 -6.8946 6.1519
H -1.6911 -6.3324 2.1608
H -3.3371 -5.7670 2.4765
H -2.9344 -7.4864 2.6999
H -1.4904 -4.8801 5.5738
*
```

Calculated values
Kohn-Sham gap (Eh): 0.2814
HOMO level (eV): -7.553
E_LUMO (eV): 0.1029
SMILES: [H]/N=C(\C)Cc1c(C=C)c(CCCCN)c2ncc(P(C)C)nc2c1[C@@H](Cl)CC.CN(C)C=O.CN(C)C=O.CN(C)C=O
Energy (eV): -71389.8533

Atom charges from the Löwdin analysis, given in e for atoms 1 to 2: 0.042, 0.121


(2)
Entry from the OMol25 dataset: a molecular structure, C31H53N4O2SSi4TeW at a distorted geometry (wB97M-V/def2-TZVPD).

The geometry in ORCA input format:
```
! RIJCOSX wB97M-V def2-TZVPD def2/J DEFGRID3
* xyz 1 1
W 1.8124 1.5573 -0.0682
C 4.6736 -1.2834 -1.7307
C 3.8237 -0.1612 -1.2109
N 2.7839 -0.3011 -0.5158
O 3.2125 1.2282 1.3966
C 4.2484 1.2587 -1.4394
C 5.6484 1.6863 -1.1547
N 3.3941 2.1773 -1.7632
O 2.1288 1.6592 -2.0469
H 4.3113 -2.2267 -1.3275
H 5.7250 -1.1555 -1.4650
H 4.6180 -1.3215 -2.8214
H 4.0707 1.5997 1.1744
H 6.0450 1.1867 -0.2679
H 5.6968 2.7672 -1.0389
H 6.2890 1.3939 -1.9909
S 1.8546 6.0777 0.9905
C 3.0574 5.3370 1.9453
C 3.1605 4.0023 1.6993
C 2.2327 3.5222 0.7231
C 1.4618 4.5662 0.2789
C 0.4399 4.3578 -0.7142
C -0.2953 5.3765 -1.3140
C -1.1926 5.0629 -2.3120
C -1.3113 3.7394 -2.7081
C -0.5558 2.7845 -2.0617
N 0.2722 3.0613 -1.0461
H 3.6329 5.9276 2.6403
H 3.8613 3.3835 2.2391
H -0.1388 6.4008 -1.0047
H -1.7737 5.8387 -2.7926
H -1.9707 3.4434 -3.5113
H -0.6120 1.7522 -2.3634
C 3.3275 -1.7860 3.3604
N 2.6211 -0.5046 3.1716
C 2.6104 0.3139 4.4047
C 1.2748 -0.7484 2.5263
C 0.3307 0.4255 2.5788
C -0.5692 0.4261 3.6460
C -1.5180 1.4202 3.7951
C -1.5756 2.4250 2.8426
C -0.6926 2.4273 1.7752
C 0.3032 1.4546 1.5992
H 4.3476 -1.5926 3.6837
H 3.3358 -2.3240 2.4146
H 2.8056 -2.3725 4.1150
H 3.0992 0.0751 2.4167
H 2.0500 -0.1978 5.1859
H 2.1554 1.2754 4.1884
H 3.6421 0.4515 4.7215
H 0.8484 -1.6183 3.0271
H 1.5202 -1.0270 1.5000
H -0.5382 -0.3913 4.3593
H -2.2113 1.3988 4.6254
H -2.3149 3.2120 2.9230
H -0.7906 3.2308 1.0607
C -4.0437 0.9817 -0.7221
Si -4.0253 -0.7898 -0.1159
C -3.8687 -0.8237 1.7471
C -5.5667 -1.7029 -0.6737
Si -2.1827 -1.9325 -1.0539
Te -0.2572 -0.3096 -0.6627
Si -2.1592 -1.9276 -3.4146
C -3.3163 -3.2878 -3.9919
C -2.7501 -0.2452 -4.0021
C -0.4209 -2.2525 -4.0302
Si -1.3840 -3.8638 0.0283
C -2.6002 -5.2606 -0.2666
C 0.3032 -4.2875 -0.6621
C -1.2591 -3.4823 1.8621
H -4.8057 1.5427 -0.1740
H -4.2814 1.0437 -1.7851
H -3.0808 1.4714 -0.5578
H -4.7071 -0.2926 2.2056
H -2.9450 -0.3354 2.0722
H -3.8688 -1.8447 2.1319
H -6.4609 -1.1516 -0.3720
H -5.6254 -2.6989 -0.2299
H -5.5999 -1.8169 -1.7592
H -4.3620 -3.0082 -3.8503
H -3.1462 -4.2229 -3.4550
H -3.1640 -3.4873 -5.0556
H -3.8410 -0.1998 -4.0243
H -2.3849 -0.0435 -5.0119
H -2.3956 0.5539 -3.3482
H -0.0724 -3.2458 -3.7413
H 0.2962 -1.5215 -3.6489
H -0.4047 -2.1973 -5.1220
H -2.6368 -5.5457 -1.3196
H -3.6111 -4.9876 0.0428
H -2.3064 -6.1448 0.3051
H 0.2382 -4.6090 -1.7031
H 0.7452 -5.1072 -0.0889
H 0.9809 -3.4317 -0.6112
H -2.2319 -3.5555 2.3503
H -0.8839 -2.4689 2.0158
H -0.5803 -4.1840 2.3539
*
```

Calculated values
Kohn-Sham gap (spin up / spin down) (Eh): 0.1703 / 0.1709
HOMO level (spin up / spin down) (eV): -8.949 / -8.940
E_LUMO (spin up / spin down) (eV): -4.3148 / -4.2887
Energy above the lowest of the compared OMol25 structures with the same formula, charge and spin (kJ/mol): 52.5
Energy (eV): -94521.2107

Atom charges from the Löwdin analysis, given in e for atoms 1 to 2: 1.607, -0.015


(3)
Entry from the OMol25 dataset: a molecular structure, C31H53NO2Si2Ti at a distorted geometry (wB97M-V/def2-TZVPD).

The geometry in ORCA input format:
```
! RIJCOSX wB97M-V def2-TZVPD def2/J DEFGRID3
* xyz 0 3
O -0.6687 2.1037 2.9240
O 1.6497 1.5100 3.0934
C -0.7861 2.9825 1.7102
C -2.2205 3.1586 1.2454
H -0.1604 2.5090 0.9409
H -0.3686 3.9249 2.0697
H -2.5535 2.3817 0.5359
H -2.2640 4.1031 0.6773
H -2.9324 3.2675 2.0735
C -1.2974 0.7689 2.9129
C -1.2936 0.2127 4.3126
H -0.7218 0.1129 2.2331
H -2.3021 0.9557 2.5597
H -0.3615 -0.3332 4.5035
H -2.1085 -0.5193 4.3625
H -1.4506 0.9685 5.0989
C 2.5311 0.3392 2.9830
C 2.3631 2.7246 3.4433
C 2.0923 -0.7943 3.8636
H 3.5461 0.6436 3.2680
H 2.5536 0.0733 1.9147
H 1.7954 -0.4314 4.8565
H 2.9509 -1.4594 4.0139
H 1.2910 -1.3790 3.4069
C 2.2248 3.0068 4.9200
H 1.9562 3.5185 2.8013
H 3.4164 2.5822 3.1597
H 1.2433 2.6916 5.3093
H 2.3643 4.0765 5.1051
H 3.0000 2.4510 5.4683
H 0.2607 2.0114 3.3102
Ti 0.0422 -0.7453 -1.1296
C 1.3921 0.5736 -0.8040
Si 2.8984 1.5333 -1.2625
H 1.5326 0.2323 0.2594
H 0.5687 1.3336 -0.7009
C 2.5551 3.2922 -0.6375
C 3.4259 1.5864 -3.0578
C 4.2921 0.9965 -0.1033
C 0.1497 -0.1661 -3.1108
Si -0.8702 -0.9344 -4.4556
H 1.2519 -0.2219 -3.2299
H -0.0795 0.9273 -3.1004
C 0.2335 -1.0826 -5.9571
C -2.3500 0.1575 -4.8139
C -1.4736 -2.6095 -3.8901
H 5.2695 1.3081 -0.5039
H 4.3052 -0.0901 0.0476
H 4.1744 1.4762 0.8893
H 1.6630 3.7418 -1.0972
H 3.4240 3.9326 -0.8577
H 2.4088 3.2785 0.4582
H 2.6310 1.9201 -3.7473
H 3.8347 0.6228 -3.4023
H 4.2446 2.3305 -3.0949
H -2.1901 1.1787 -4.4456
H -3.2592 -0.2263 -4.3366
H -2.5332 0.2126 -5.8955
H -2.4780 -2.5542 -3.4495
H -0.7915 -3.0569 -3.1579
H -1.5190 -3.2771 -4.7636
H -0.3694 -1.2275 -6.8597
H 0.9173 -1.9338 -5.8542
H 0.8402 -0.1782 -6.0863
C 2.3198 -3.6735 1.4012
C 1.2502 -4.5011 1.7760
C -0.0158 -4.2918 1.2303
C -0.2213 -3.2133 0.3461
C 0.8587 -2.3924 -0.0740
C 2.1358 -2.6618 0.4326
C -1.5619 -2.8939 -0.1232
C -2.6390 -3.7758 -0.1859
C -3.8324 -3.3681 -0.7246
C -4.0340 -2.0280 -1.1046
C -5.2385 -1.5357 -1.6742
C -5.3843 -0.1746 -1.9396
C -4.3269 0.7228 -1.6952
C -3.0962 0.2588 -1.2453
C -2.9677 -1.1050 -0.9306
N -1.7448 -1.5907 -0.5095
H 3.2981 -3.8191 1.8687
H 1.3888 -5.2912 2.5155
H -0.8739 -4.8937 1.5264
H 2.9946 -2.0817 0.0752
H -2.4818 -4.8066 0.1381
H -4.6554 -4.0766 -0.8458
H -6.0544 -2.2350 -1.8564
H -6.3300 0.2110 -2.3160
H -4.4565 1.7966 -1.8620
H -2.2217 0.9277 -1.1492
*
```

Calculated values
Kohn-Sham gap (spin up / spin down) (Eh): 0.1533 / 0.2638
HOMO level (spin up / spin down) (eV): -4.244 / -7.253
E_LUMO (spin up / spin down) (eV): -0.0724 / -0.0750
Energy (eV): -77458.5365
⟨S²⟩: 2.0309

Atom charges from the Löwdin analysis, given in e for atoms 1 to 2: -0.083, -0.220